Density functional theory data (ωB97M-V with the def2-TZVPD basis set) for a molecular structure, C42H61ClN5O6SSeSiZr.

The calculation puts the energy relative to the best compared isomer or geometry (same formula, charge and spin) at 0.0 kcal/mol. The HOMO-LUMO gap is 6.40 eV. Its total charge is -1. For the energy, the calculation gives -162153.214 eV.

```
119
Properties=species:S:1:pos:R:3:forces:R:3:mulliken_charge:R:1
Zr 2.8097 1.1606 1.1710 -0.35 0.16 -0.14 -0.538
C 5.0246 4.2623 3.6449 -0.01 -0.01 -0.01 -0.796
C 4.2144 5.3848 3.7636 0.01 0.00 0.01 -0.708
C 2.9968 5.4057 3.1073 0.01 0.00 -0.01 -0.547
C 2.6005 4.3195 2.3244 0.01 0.02 -0.03 -0.107
C 3.3751 3.1570 2.2075 0.07 -0.04 0.04 0.721
C 4.5994 3.1766 2.8933 -0.01 0.00 0.02 -0.326
C 1.3191 4.4371 1.5835 -0.01 -0.06 0.02 0.689
C 0.1273 4.7958 2.2772 -0.02 0.01 0.00 -0.498
C -1.0474 4.8627 1.5960 0.01 0.00 0.03 -1.085
C -1.0612 4.5998 0.2048 0.02 -0.01 -0.01 1.264
C -2.2330 4.6665 -0.5842 0.00 0.01 -0.01 -0.789
C -2.1812 4.4018 -1.9221 0.00 0.02 0.00 -0.375
C -0.9528 4.0615 -2.5305 0.01 0.00 0.01 -0.437
C 0.1930 3.9948 -1.7914 -0.02 0.00 -0.01 -0.494
C 0.1666 4.2556 -0.4011 -0.01 0.01 -0.01 -0.106
N 1.3335 4.1659 0.2999 0.00 -0.01 0.00 -0.302
H 5.9800 4.2256 4.1561 0.00 0.01 0.00 0.394
H 4.5306 6.2339 4.3576 0.00 0.00 0.00 0.361
H 2.3577 6.2810 3.1733 0.02 -0.01 0.01 0.433
H 5.2348 2.2969 2.8619 0.01 0.01 0.01 0.411
H 0.1736 4.9634 3.3448 0.00 0.00 -0.01 0.477
H -1.9763 5.0998 2.1023 0.00 0.00 0.00 0.395
H -3.1715 4.9220 -0.1053 0.00 0.00 0.00 0.354
H -3.0825 4.4432 -2.5209 0.00 0.00 0.00 0.332
H -0.9240 3.8419 -3.5907 0.00 0.00 0.00 0.385
H 1.1427 3.7417 -2.2408 0.03 -0.01 -0.01 0.622
Cl 3.3391 1.5040 -6.3575 -0.01 0.00 0.01 -0.269
C 2.9130 1.4321 -4.6654 0.03 0.01 0.00 -0.399
C 1.6361 0.9729 -4.2959 -0.03 0.00 0.00 -0.790
C 1.2699 0.9157 -2.9798 0.04 -0.01 -0.01 0.732
C 2.1685 1.3077 -1.9513 -0.04 -0.01 0.05 -0.296
O 1.7748 1.2844 -0.7282 0.07 -0.05 0.06 2.558
C 3.4677 1.7325 -2.3424 0.00 0.00 -0.05 1.257
C 4.4856 2.0851 -1.3987 0.01 0.02 -0.01 -1.212
O 4.4488 1.9808 -0.1707 0.07 0.00 0.01 -0.381
C 3.8112 1.8047 -3.7106 -0.01 0.00 -0.01 -0.894
H 0.9425 0.6613 -5.0671 0.01 0.00 0.00 0.494
H 0.2992 0.5492 -2.6666 -0.02 0.02 0.01 0.057
H 5.4151 2.4804 -1.8372 0.00 0.00 0.00 0.228
H 4.7996 2.1468 -3.9935 0.00 0.00 0.00 0.400
N -0.1319 0.7680 2.7849 -0.02 -0.06 0.03 -0.727
N 0.4977 1.2129 1.5656 -0.06 0.08 -0.05 0.647
H 0.5434 0.1858 3.2756 0.02 0.01 -0.03 -0.042
H -0.8906 0.1456 2.5147 -0.02 0.03 0.00 0.228
H 0.1771 2.1674 1.4140 0.05 0.03 -0.03 -0.056
H 0.1090 0.6905 0.7667 0.08 -0.07 0.05 -0.729
C 0.7328 0.4934 6.2512 0.01 0.03 0.00 -0.961
C 1.0828 -0.9554 6.0036 0.02 -0.07 -0.05 -0.275
O 0.3668 -1.4137 4.8722 -0.08 -0.01 0.03 -0.239
C 0.7571 -2.7148 4.4696 0.02 0.06 -0.01 -0.466
C -0.0137 -3.0857 3.2236 0.00 0.01 0.02 -0.665
H 1.2178 0.8443 7.1645 0.00 -0.01 0.00 0.405
H -0.3458 0.6188 6.3569 0.00 -0.01 0.00 0.291
H 1.0748 1.1113 5.4209 -0.01 -0.01 -0.01 0.047
H 0.8253 -1.5787 6.8739 0.00 0.00 0.00 0.333
H 2.1583 -1.0555 5.8170 0.01 -0.01 0.00 0.279
H 0.5551 -3.4245 5.2862 0.00 -0.01 0.00 0.369
H 1.8337 -2.7211 4.2655 0.02 0.00 0.01 0.263
H -1.0878 -3.0769 3.4150 0.00 0.00 0.01 0.236
H 0.2669 -4.0862 2.8874 0.00 -0.01 0.01 0.471
H 0.2009 -2.3851 2.4148 0.00 0.00 -0.01 -0.033
C -0.8142 -4.3356 -2.5221 0.01 -0.01 0.00 -1.454
C -1.2110 -3.2072 -3.4711 0.00 0.02 0.01 2.028
C -1.8099 -3.7888 -4.7473 0.00 0.00 -0.01 -2.028
C -0.0027 -2.3364 -3.8075 -0.01 -0.01 0.00 -0.719
O -2.2234 -2.3904 -2.9021 0.02 -0.01 -0.03 -0.481
Si -2.4623 -1.9096 -1.3322 -0.11 0.04 0.08 -1.160
S -0.8300 -1.0536 -0.4307 0.06 -0.12 -0.08 1.627
O -3.8158 -0.9575 -1.4382 0.03 -0.01 0.02 -0.436
C -3.9635 0.4200 -1.7641 -0.01 0.00 -0.02 2.037
C -3.7518 1.2592 -0.5073 0.00 -0.01 0.01 -1.250
C -2.9850 0.8365 -2.8595 0.01 0.01 0.00 -1.160
C -5.3966 0.5720 -2.2638 -0.01 0.01 0.00 -2.102
O -3.0215 -3.2846 -0.5999 0.04 0.04 -0.02 0.008
C -3.7507 -3.4540 0.6101 -0.02 -0.01 0.00 2.152
C -3.5754 -2.2802 1.5699 -0.02 0.02 0.01 -0.968
C -5.2234 -3.6089 0.2390 -0.01 0.00 0.00 -1.804
C -3.2165 -4.7297 1.2526 0.00 0.00 0.00 -1.857
H -0.0310 -4.9509 -2.9741 0.00 0.00 0.00 0.577
H -1.6765 -4.9635 -2.2976 0.00 0.01 0.00 0.320
H -0.4493 -3.9238 -1.5790 0.00 0.00 0.00 -0.055
H -1.0885 -4.4285 -5.2615 0.00 0.00 0.00 0.386
H -2.1068 -2.9819 -5.4193 0.00 0.00 0.00 0.355
H -2.6956 -4.3771 -4.5040 0.00 0.00 0.00 0.430
H 0.7642 -2.9127 -4.3332 0.00 -0.01 0.00 0.587
H 0.4171 -1.9123 -2.8947 0.00 0.00 0.00 -0.372
H -0.3189 -1.5121 -4.4508 0.01 0.00 0.00 0.142
H -2.7368 1.1181 -0.1332 0.00 0.00 0.00 -0.017
H -4.4568 0.9489 0.2673 0.00 0.00 0.00 0.356
H -3.9072 2.3192 -0.7197 0.00 -0.02 0.00 0.420
H -1.9600 0.7682 -2.4916 0.01 -0.01 0.00 -0.243
H -3.1753 1.8692 -3.1619 -0.01 -0.01 0.00 0.470
H -3.0925 0.1822 -3.7263 0.00 0.00 0.00 0.408
H -6.0951 0.2408 -1.4933 0.00 0.00 0.00 0.403
H -5.5483 -0.0417 -3.1531 0.00 0.00 0.00 0.436
H -5.6141 1.6140 -2.5108 0.00 0.00 0.00 0.354
H -3.9668 -1.3617 1.1306 0.00 -0.01 0.00 -0.129
H -2.5215 -2.1235 1.7957 0.02 -0.01 0.01 -0.128
H -4.1169 -2.4816 2.4974 0.01 0.00 0.01 0.637
H -5.5670 -2.7048 -0.2655 0.00 0.00 0.00 0.168
H -5.8359 -3.7776 1.1285 0.00 0.00 0.00 0.429
H -5.3492 -4.4532 -0.4413 0.00 0.00 0.00 0.345
H -2.1600 -4.6038 1.4950 -0.01 0.00 0.00 0.243
H -3.3164 -5.5658 0.5579 0.00 0.00 0.00 0.352
H -3.7619 -4.9658 2.1694 0.00 0.00 0.00 0.442
C 2.7750 -3.8047 -1.6748 0.02 0.00 0.01 -0.713
N 3.4099 -2.6564 -1.0570 -0.05 -0.01 0.04 0.212
C 4.7448 -2.4979 -0.7696 0.04 0.02 -0.05 -0.779
C 4.8641 -1.2658 -0.2064 0.00 -0.02 0.01 -1.026
N 3.6288 -0.6731 -0.1518 0.01 -0.02 -0.02 0.941
C 2.7772 -1.5348 -0.6707 0.02 0.00 -0.02 -1.290
H 3.3623 -4.6947 -1.4589 -0.01 0.00 0.01 0.382
H 2.6959 -3.6744 -2.7538 0.01 0.00 -0.01 0.250
H 1.7778 -3.9260 -1.2595 0.00 0.01 -0.01 0.193
H 5.4673 -3.2664 -0.9803 0.00 0.00 0.00 0.455
H 5.7378 -0.7848 0.1979 0.00 0.00 0.00 0.491
H 1.7029 -1.4057 -0.7550 -0.01 0.02 0.01 0.377
Se 3.2266 -0.3403 3.0221 0.08 -0.03 0.07 -0.834
```
Positions in Å, forces in eV/Å.